The following is a quantum chemistry calculation of a 5-piece molecular cluster, C3H17NO4 overall, from OMol25.

Each line ends with the Mulliken charge.
Geometry (Å):
C -1.00 -0.94 2.07  -1.30
C -0.66 -1.31 0.61  -0.09
C 0.76 -0.96 0.24  -0.02
N 1.06 -1.31 -1.15  -0.65
H -0.63 0.07 2.27  0.28
H -0.66 -1.63 2.83  0.36
H -2.09 -0.91 2.15  0.36
H -0.84 -2.38 0.42  0.33
H -1.39 -0.78 0.02  0.07
H 1.40 -1.56 0.89  0.36
H 1.03 0.08 0.42  -0.07
H 2.05 -1.22 -1.34  0.22
H 0.50 -0.80 -1.82  0.24
O 3.59 1.16 1.53  -0.65
H 3.79 0.81 2.39  0.30
H 2.78 1.66 1.45  0.33
O 0.40 2.55 0.50  -0.63
H -0.51 2.50 0.84  0.29
H 0.33 2.00 -0.29  0.33
O -1.36 -0.46 -2.87  -0.69
H -1.00 -0.46 -3.76  0.29
H -1.71 -1.34 -2.68  0.30
O -1.86 1.69 -1.17  -0.61
H -1.80 1.06 -1.93  0.35
H -2.19 2.49 -1.60  0.30

Results
SMILES = CCCN.O.O.O.O
Energy relative to the best compared isomer or geometry (same formula, charge and spin) = 17.78 kJ/mol


The following is a quantum chemistry calculation of an isolated molecule of C4H8, from OMol25.

Each line ends with the Mulliken charge.
Geometry (Å):
C -0.43 0.49 0.88  -0.59
C -0.53 -0.93 0.25  -0.41
C 0.60 -0.55 -0.74  -0.54
C 0.50 0.92 -0.29  -0.49
H -1.29 1.09 0.66  0.20
H -0.20 0.61 1.95  0.33
H -1.51 -1.05 -0.21  0.20
H -0.35 -1.85 0.85  0.27
H 0.40 -0.73 -1.80  0.28
H 1.56 -0.99 -0.46  0.24
H -0.16 1.46 -0.98  0.20
H 1.37 1.55 -0.12  0.31

Results
SMILES = C1CCC1
Energy relative to the best compared isomer or geometry (same formula, charge and spin) = 65.68 kJ/mol


The following is a quantum chemistry calculation of C34H64AlF6N2O10P as an isolated structure, from OMol25.

Each line ends with the Mulliken charge.
Geometry (Å):
Al 0.94 -1.26 1.18  1.01
C 5.19 -3.83 1.38  -1.57
C 6.01 -2.54 1.08  1.05
C 7.20 -2.97 0.16  -0.89
C 7.86 -1.77 -0.49  -0.94
C 6.90 -0.80 -1.27  -1.02
C 5.78 -0.28 -0.32  1.33
N 5.18 -1.43 0.48  0.82
O 4.01 -1.11 1.23  -0.33
C 4.64 0.28 -1.26  -1.54
C 6.38 0.78 0.60  -1.56
C 6.61 -2.06 2.48  -1.73
H 4.47 -3.79 2.20  0.33
H 5.92 -4.61 1.64  0.45
H 4.69 -3.96 0.43  0.32
H 6.75 -3.65 -0.56  0.39
H 7.90 -3.56 0.76  0.41
H 8.60 -2.05 -1.24  0.45
H 8.49 -1.23 0.21  0.35
H 6.50 -1.25 -2.18  0.38
H 7.51 0.03 -1.60  0.46
H 3.85 0.73 -0.66  0.26
H 4.21 -0.57 -1.79  0.07
H 5.13 0.86 -2.04  0.46
H 7.07 0.25 1.25  0.30
H 5.69 1.29 1.27  0.17
H 6.71 1.59 -0.05  0.47
H 5.97 -1.44 3.11  0.24
H 7.51 -1.46 2.36  0.41
H 6.83 -2.95 3.06  0.50
C -3.32 0.61 0.85  -1.70
C -3.46 0.51 2.41  1.91
C -4.89 1.10 2.78  -1.18
C -5.92 0.00 2.65  -0.62
C -5.54 -1.32 3.45  -1.40
C -4.17 -1.94 3.06  1.58
N -3.12 -0.84 3.05  0.25
O -1.78 -1.36 2.87  -0.31
C -4.28 -2.66 1.63  -1.13
C -3.78 -2.95 4.19  -1.74
C -2.59 1.60 3.18  -2.04
H -4.14 0.26 0.22  0.26
H -2.50 0.03 0.44  0.10
H -3.01 1.61 0.56  0.68
H -5.16 1.94 2.15  0.45
H -4.88 1.43 3.82  0.41
H -5.98 -0.34 1.61  0.18
H -6.96 0.27 2.82  0.47
H -6.36 -1.97 3.16  0.48
H -5.78 -1.31 4.52  0.37
H -3.44 -3.34 1.53  0.39
H -4.11 -1.93 0.84  0.10
H -5.22 -3.16 1.39  0.27
H -4.08 -2.61 5.17  0.39
H -2.74 -3.30 4.19  0.31
H -4.41 -3.82 3.98  0.43
H -2.49 1.46 4.25  0.51
H -2.90 2.63 3.04  0.43
H -1.57 1.50 2.81  0.22
P -0.10 1.46 -1.14  1.23
F 0.20 1.45 -2.75  -0.43
F -1.60 1.93 -1.35  -0.42
F -0.61 -0.06 -1.12  -0.44
F -0.36 1.28 0.43  -0.50
F 1.32 0.69 -0.68  -0.17
F 0.60 2.92 -1.06  -0.37
C -5.47 4.16 -3.52  -0.48
C -4.01 3.99 -2.97  0.02
C -3.27 5.30 -3.35  -0.60
O -4.22 6.18 -3.89  -0.44
C -5.22 5.34 -4.49  -0.56
H -6.25 4.52 -2.85  0.33
H -5.69 3.23 -4.04  0.24
H -3.46 3.11 -3.27  0.09
H -4.08 3.85 -1.89  0.10
H -2.62 5.14 -4.22  0.34
H -2.63 5.71 -2.57  0.31
H -4.81 5.08 -5.47  0.30
H -6.19 5.80 -4.71  0.38
C 2.29 -2.61 -3.78  -0.94
C 2.50 -3.84 -2.91  -0.62
C 2.46 -3.37 -1.52  0.33
O 1.61 -2.24 -1.52  -0.43
C 1.55 -1.61 -2.86  -0.39
H 1.87 -2.68 -4.78  0.40
H 3.16 -2.12 -4.21  0.35
H 3.41 -4.39 -3.15  0.38
H 1.64 -4.49 -3.09  0.28
H 3.43 -3.06 -1.13  -0.55
H 2.18 -4.15 -0.81  0.46
H 1.97 -0.63 -3.10  0.21
H 0.51 -1.48 -3.15  0.34
C 0.48 4.87 4.34  -1.26
C 0.73 4.45 2.81  0.22
C 2.13 4.70 2.23  -0.51
O 2.59 3.42 1.94  -0.30
C 1.71 2.46 2.32  0.50
O 1.93 1.22 2.21  -0.46
O 0.67 3.00 2.91  -0.12
H 1.16 4.54 5.12  0.33
H -0.54 4.50 4.42  0.30
H 0.45 5.96 4.44  0.40
H 0.03 4.57 1.99  0.40
H 2.81 5.20 2.92  0.25
H 2.23 5.36 1.37  0.32
C -4.75 -0.91 -3.23  -1.49
C -4.24 -2.23 -2.57  0.52
C -3.45 -3.19 -3.38  -0.58
O -2.13 -3.18 -2.75  -0.36
C -2.23 -2.49 -1.62  0.30
O -1.31 -2.47 -0.82  -0.24
O -3.43 -1.92 -1.43  -0.02
H -3.89 -0.28 -3.48  0.34
H -5.47 -0.37 -2.62  0.38
H -5.24 -1.02 -4.20  0.47
H -5.09 -2.83 -2.25  0.18
H -3.49 -2.85 -4.42  0.28
H -3.67 -4.26 -3.32  0.31

Results
E_tot = -3378.60144 Eh


The following is a quantum chemistry calculation of C3H4FN3 as an isolated structure, from OMol25.

Each line ends with the Mulliken charge.
Geometry (Å):
C -0.25 -1.43 0.93  -0.12
C 0.14 -1.80 -0.40  -0.17
C 2.58 0.47 0.58  0.02
N 0.65 -0.54 1.29  -0.74
N 1.23 -1.16 -0.75  -0.73
N 1.53 -0.41 0.29  1.05
F 3.47 0.23 -0.32  -0.12
H -1.20 -1.63 1.36  0.38
H -0.36 -2.44 -1.08  0.43
H 1.80 3.44 0.14  -0.19
H 1.44 4.14 0.35  0.19

Results
Energy relative to the best compared isomer or geometry (same formula, charge and spin) = 472.02 kJ/mol


The following is a quantum chemistry calculation of a 4-piece molecular cluster, C4H16O3 overall, from OMol25.

Each line ends with the Mulliken charge.
Geometry (Å):
C 0.12 -1.36 -0.21  -1.62
C -1.00 -0.37 -0.22  1.10
C -1.24 0.19 1.17  -1.58
C -2.20 -1.05 -0.93  -1.25
H 0.67 -1.38 -1.14  0.54
H -0.05 -2.41 -0.27  0.40
H 0.81 -1.02 0.66  0.20
H -0.73 0.34 -0.91  0.19
H -2.10 0.92 1.15  0.36
H -1.65 -0.53 1.98  0.23
H -0.44 0.54 1.73  0.55
H -2.87 -1.53 -0.22  0.31
H -1.67 -1.99 -1.52  0.24
H -2.72 -0.55 -1.73  0.34
O 3.53 -1.93 -1.80  -0.64
H 3.73 -1.79 -0.88  0.31
H 3.53 -2.86 -1.97  0.31
O 1.81 5.62 -2.70  -0.64
H 1.92 4.94 -2.04  0.32
H 1.96 5.15 -3.54  0.32
O -0.16 0.35 4.39  -0.62
H -0.68 1.15 4.55  0.32
H -0.57 -0.43 4.43  0.28

Results
SMILES = CC(C)C.O.O.O
Energy relative to the best compared isomer or geometry (same formula, charge and spin) = 221.23 kJ/mol


The following is a quantum chemistry calculation of C8H6CoNO3S5 as an isolated structure, from OMol25.

Each line ends with the Löwdin spin population.
Geometry (Å):
Co 0.20 -0.37 0.81  1.07
O -0.35 -6.75 -1.32  0.00
C -0.29 -5.61 -0.93  0.00
S -1.01 -4.23 -1.77  0.00
C -0.45 -2.98 -0.67  0.00
C 0.31 -3.38 0.37  0.00
S 0.98 -2.31 1.58  -0.02
S 0.62 -5.10 0.50  0.00
S -0.87 -1.32 -0.99  0.00
C -0.63 0.56 4.73  0.00
O -0.70 0.04 3.40  0.00
C 0.38 0.35 2.59  -0.03
O 1.27 1.05 3.05  0.00
H -1.53 0.20 5.23  0.00
H -0.61 1.65 4.72  0.00
H 0.26 0.20 5.24  0.00
S -1.03 3.47 -1.20  0.00
C 0.28 3.73 -0.13  0.00
C 0.63 2.57 0.48  0.00
N -0.14 1.49 0.11  0.00
C -1.06 1.82 -0.75  0.00
H 0.72 4.70 0.01  0.00
H 1.39 2.44 1.24  0.00
H -1.75 1.11 -1.17  0.00

Results
Spin multiplicity = 2
Total charge = -1
<S²> = 0.77
E_tot = -3962.75177 Eh


The following is a quantum chemistry calculation of an isolated molecule of C21H27N3S, from OMol25.

Each line ends with the Mulliken charge.
Geometry (Å):
C -8.45 -0.51 -1.76  -0.89
S -7.92 -1.47 -0.31  -0.06
C -6.31 -0.84 0.06  0.85
C -5.60 -1.49 1.07  -0.81
C -4.34 -1.06 1.42  -0.68
C -3.74 0.02 0.77  0.94
C -2.41 0.44 1.15  -0.52
N -1.86 1.44 0.55  -0.63
N -0.67 1.90 0.83  0.65
C -0.19 2.98 0.01  -0.90
C 0.96 2.52 -0.91  -0.67
N 1.70 1.43 -0.29  0.39
C 3.01 1.23 -0.88  -1.08
C 3.54 -0.14 -0.55  0.65
C 2.65 -1.19 -0.38  -0.54
C 3.09 -2.46 -0.08  -0.91
C 4.45 -2.72 0.05  0.70
C 4.94 -4.10 0.35  -1.49
C 5.34 -1.67 -0.14  -0.75
C 4.91 -0.39 -0.44  0.64
C 5.93 0.70 -0.64  -1.65
C 1.72 1.56 1.15  -0.84
C 0.32 1.24 1.67  -0.82
C -4.46 0.66 -0.24  -1.01
C -5.72 0.24 -0.60  -0.33
H -8.56 0.53 -1.49  0.28
H -7.74 -0.64 -2.56  0.29
H -9.41 -0.93 -2.04  0.37
H -6.06 -2.33 1.57  0.36
H -3.81 -1.58 2.21  0.32
H -1.93 -0.13 1.94  0.30
H 0.16 3.79 0.66  0.34
H -1.03 3.34 -0.58  0.36
H 0.56 2.15 -1.86  0.42
H 1.61 3.39 -1.13  0.32
H 3.71 2.02 -0.56  0.38
H 2.89 1.31 -1.97  0.42
H 1.60 -0.98 -0.49  0.56
H 2.37 -3.26 0.04  0.40
H 5.12 -4.65 -0.58  0.28
H 4.21 -4.66 0.92  0.37
H 5.87 -4.07 0.91  0.38
H 6.40 -1.87 -0.04  0.34
H 6.94 0.29 -0.57  0.40
H 5.82 1.48 0.12  0.32
H 5.81 1.16 -1.61  0.35
H 2.42 0.82 1.55  0.46
H 2.05 2.56 1.48  0.29
H 0.21 1.54 2.72  0.24
H 0.16 0.16 1.60  0.50
H -4.00 1.49 -0.74  0.37
H -6.25 0.76 -1.38  0.32

Results
SMILES = CSc1ccc(/C=N/N2CCN(Cc3ccc(C)cc3C)CC2)cc1
Energy relative to the best compared isomer or geometry (same formula, charge and spin) = 206.28 kJ/mol


The following is a quantum chemistry calculation of an isolated ion of composition C5H10N and charge +1, from OMol25.

Each line ends with the Mulliken charge.
Geometry (Å):
C 1.94 1.50 -0.47  -0.92
C 0.71 0.92 -0.53  -0.13
C 0.05 -0.14 0.26  0.72
N 0.87 -0.52 1.47  -0.32
C -1.14 -0.81 0.13  -0.24
C -2.09 -0.64 -0.99  -1.30
H 2.71 1.20 0.22  0.26
H 2.18 2.29 -1.15  0.27
H 0.04 1.30 -1.29  0.25
H 1.65 -1.12 1.18  0.36
H 0.30 -1.02 2.16  0.36
H 1.26 0.33 1.90  0.38
H -1.41 -1.51 0.91  0.25
H -2.66 -1.56 -1.14  0.37
H -1.59 -0.37 -1.91  0.38
H -2.81 0.15 -0.75  0.31

Results
SMILES = C=C/C([NH3+])=C\C
Total charge = +1
Energy relative to the best compared isomer or geometry (same formula, charge and spin) = 79.47 kJ/mol


The following is a quantum chemistry calculation of a 10-piece molecular cluster, C42H73N3O29 overall, from OMol25.

Each line ends with the Mulliken charge.
Geometry (Å):
C -6.14 -0.71 5.54  -1.11
C -6.52 -0.51 4.06  -0.70
N -5.55 -1.13 3.15  -0.06
C -4.47 -0.31 2.74  0.99
C -4.09 0.80 3.53  -0.48
C -3.08 1.61 3.12  -0.66
C -2.37 1.40 1.93  -0.11
N -1.38 2.27 1.58  -0.61
C -0.79 1.98 0.45  0.87
C 0.29 2.90 -0.06  0.33
C -0.36 4.14 -0.70  -1.28
C -1.11 0.84 -0.32  -1.88
N -2.05 -0.01 0.01  0.11
C -2.72 0.28 1.16  -0.21
C -3.78 -0.59 1.57  -0.04
C -4.11 -1.77 0.68  -0.92
C -4.23 -3.15 1.39  -0.54
C -3.18 -3.40 2.43  0.37
O -3.40 -4.08 3.39  -0.61
O -1.94 -2.85 2.22  -0.27
H -5.22 -1.29 5.56  0.29
H -6.90 -1.22 6.11  0.37
H -5.88 0.24 6.00  0.35
H -6.73 0.53 3.83  0.50
H -7.46 -1.04 3.92  0.47
H -6.05 -1.36 2.30  0.35
H -4.58 1.05 4.45  0.36
H -2.81 2.47 3.72  0.53
H 0.90 2.33 -0.76  0.45
H 0.95 3.20 0.76  -0.27
H -0.21 4.16 -1.78  0.29
H -1.42 4.19 -0.50  0.35
H 0.11 5.03 -0.29  0.35
H -0.55 0.67 -1.23  0.47
H -5.07 -1.54 0.20  0.45
H -3.39 -1.88 -0.12  0.37
H -5.22 -3.25 1.80  0.38
H -4.14 -3.92 0.62  0.49
H -1.73 -2.39 3.04  0.32
C 5.15 -2.77 -0.16  -0.46
O 4.08 -2.26 0.63  -0.36
C 2.90 -2.31 0.01  0.79
O 2.70 -2.73 -1.10  -0.56
O 1.98 -1.79 0.82  -0.36
C 0.66 -1.77 0.25  -0.36
H 6.06 -2.68 0.43  0.27
H 4.99 -3.83 -0.40  0.30
H 5.25 -2.19 -1.08  0.10
H 0.32 -2.78 0.04  0.36
H 0.65 -1.16 -0.65  0.23
H 0.00 -1.33 0.99  0.07
C 7.87 1.93 -4.70  -0.69
O 7.22 0.77 -5.24  -0.30
C 6.66 -0.02 -4.33  0.73
O 6.65 0.17 -3.14  -0.57
O 6.10 -1.05 -4.96  -0.19
C 5.44 -1.98 -4.10  -0.74
H 8.28 2.48 -5.54  0.23
H 7.15 2.56 -4.18  0.32
H 8.67 1.64 -4.02  0.30
H 4.63 -1.50 -3.56  0.37
H 6.15 -2.42 -3.41  0.31
H 5.03 -2.76 -4.73  0.22
C -2.27 -0.07 8.32  -0.76
O -2.25 0.39 9.67  -0.24
C -3.43 0.82 10.12  0.78
O -4.46 0.85 9.50  -0.55
O -3.27 1.21 11.39  -0.30
C -4.46 1.71 12.01  -0.66
H -1.25 -0.38 8.09  0.26
H -2.94 -0.92 8.21  0.32
H -2.56 0.74 7.64  0.33
H -5.22 0.93 12.04  0.30
H -4.83 2.58 11.48  0.30
H -4.18 1.99 13.02  0.22
C -2.29 -7.03 -0.59  -0.60
O -2.74 -7.72 -1.76  -0.31
C -3.75 -7.12 -2.39  0.79
O -4.29 -6.10 -2.04  -0.54
O -4.08 -7.85 -3.45  -0.33
C -5.16 -7.32 -4.22  -0.62
H -1.47 -7.61 -0.18  0.26
H -1.94 -6.04 -0.85  0.26
H -3.09 -6.97 0.14  0.29
H -4.91 -6.34 -4.61  0.29
H -6.07 -7.27 -3.62  0.29
H -5.31 -8.01 -5.05  0.22
C -0.12 2.52 10.67  -0.66
O 0.72 2.48 9.50  -0.30
C 1.24 3.65 9.16  0.77
O 1.06 4.70 9.72  -0.54
O 1.98 3.47 8.06  -0.31
C 2.60 4.67 7.57  -0.62
H -0.48 1.52 10.84  0.18
H 0.46 2.85 11.54  0.40
H -0.97 3.18 10.51  0.28
H 3.27 5.08 8.32  0.32
H 1.85 5.40 7.29  0.29
H 3.17 4.39 6.70  0.18
C 5.07 -0.04 -7.88  -0.36
O 4.01 0.47 -7.06  -0.22
C 2.81 0.41 -7.62  0.79
O 2.56 -0.01 -8.72  -0.56
O 1.92 0.91 -6.76  -0.30
C 0.58 0.91 -7.24  -0.63
H 5.99 0.06 -7.31  0.08
H 4.91 -1.09 -8.10  0.10
H 5.15 0.54 -8.79  0.36
H 0.24 -0.10 -7.45  0.29
H 0.49 1.53 -8.13  0.28
H -0.03 1.34 -6.45  0.21
C 3.68 8.18 2.86  -0.64
O 3.27 6.95 2.25  -0.32
C 3.55 5.86 2.97  0.79
O 4.10 5.85 4.04  -0.55
O 3.13 4.80 2.29  -0.26
C 3.35 3.55 2.94  -0.62
H 3.40 8.97 2.17  0.22
H 3.17 8.32 3.81  0.30
H 4.76 8.20 3.00  0.30
H 2.81 3.50 3.89  0.28
H 4.41 3.38 3.10  0.34
H 2.96 2.78 2.28  0.17
C -4.00 4.45 -5.63  -0.64
O -3.70 3.10 -5.26  -0.33
C -3.82 2.85 -3.96  0.73
O -4.16 3.65 -3.12  -0.56
O -3.51 1.58 -3.75  -0.35
C -3.60 1.17 -2.37  -0.32
H -3.86 4.52 -6.70  0.21
H -5.04 4.69 -5.39  0.29
H -3.33 5.15 -5.13  0.30
H -4.62 1.28 -2.01  0.32
H -2.91 1.75 -1.77  0.04
H -3.31 0.12 -2.33  0.29
C 5.51 -5.30 -12.11  -0.64
O 5.57 -4.88 -10.74  -0.33
C 4.40 -4.49 -10.24  0.79
O 3.35 -4.47 -10.82  -0.54
O 4.60 -4.13 -8.97  -0.31
C 3.42 -3.68 -8.30  -0.46
H 6.52 -5.59 -12.39  0.22
H 4.85 -6.16 -12.21  0.30
H 5.18 -4.49 -12.74  0.29
H 2.67 -4.47 -8.26  0.38
H 3.01 -2.79 -8.79  0.28
H 3.71 -3.41 -7.29  -0.01

Results
SMILES = CCNc1ccc2nc(CC)cnc2c1CCC(=O)O.COC(=O)OC.COC(=O)OC.COC(=O)OC.COC(=O)OC.COC(=O)OC.COC(=O)OC.COC(=O)OC.COC(=O)OC.COC(=O)OC
E_tot = -3990.48316 Eh


The following is a quantum chemistry calculation of an isolated molecule of C5H8N2, from OMol25.

Each line ends with the Mulliken charge.
Geometry (Å):
N 0.76 1.74 1.96  -0.46
C 0.83 0.83 1.25  0.10
C 0.94 -0.31 0.30  0.24
N 2.11 -0.24 -0.56  -0.66
C -0.34 -0.44 -0.53  -0.30
C -1.41 0.62 -0.55  -0.60
C -1.65 -0.67 0.18  -0.58
H 1.04 -1.21 0.91  0.26
H 2.96 -0.23 -0.01  0.27
H 2.10 0.62 -1.11  0.26
H -0.16 -0.98 -1.45  0.45
H -1.27 1.51 0.06  0.26
H -1.94 0.79 -1.48  0.25
H -2.33 -1.40 -0.24  0.27
H -1.63 -0.64 1.27  0.25

Results
SMILES = N#C[C@H](N)C1CC1
Energy relative to the best compared isomer or geometry (same formula, charge and spin) = 123.15 kJ/mol